# C6H14O

A cluster of 2 separate species, C6H14O in total (wB97M-V/def2-TZVPD, OMol25).

Summary:
HOMO-LUMO gap in eV: 10.73
Strongest force on any atom in eV/Å: 0.3
Structure (SMILES): C=CCCOC.C
Relative energy (zero: lowest compared OMol25 entry of this formula, charge and spin) in kcal per mole: 39.1

Bonds (Å) are listed after each position.
Geometry (Å):
1 C 1.209 1.664 1.546  C2 1.329, H7 1.089, H8 1.087
2 C 0.139 0.881 1.642  C1 1.329, C3 1.502, H9 1.092
3 C 0.151 -0.597 1.374  C2 1.502, C4 1.525, H10 1.097, H11 1.096
4 C -0.721 -1.012 0.193  C3 1.525, O5 1.407, H12 1.105, H13 1.104
5 O -0.670 -2.417 0.113  C4 1.407, C6 1.402
6 C -1.423 -2.932 -0.952  O5 1.402, H14 1.101, H15 1.093, H16 1.101
7 H 2.175 1.264 1.241  C1 1.089
8 H 1.158 2.736 1.718  C1 1.087
9 H -0.820 1.324 1.918  C2 1.092
10 H -0.208 -1.142 2.256  C3 1.097
11 H 1.175 -0.934 1.179  C3 1.096
12 H -1.763 -0.672 0.334  C4 1.105
13 H -0.353 -0.556 -0.742  C4 1.104
14 H -2.489 -2.672 -0.861  C6 1.101
15 H -1.319 -4.020 -0.924  C6 1.093
16 H -1.059 -2.565 -1.925  C6 1.101
17 C 0.961 2.330 -1.626  H18 1.094, H19 1.091, H20 1.093, H21 1.087
18 H 1.679 3.075 -1.271  C17 1.094
19 H 0.279 2.789 -2.342  C17 1.091
20 H 1.501 1.504 -2.096  C17 1.093
21 H 0.400 1.954 -0.775  C17 1.087

Which charges does Mulliken predict for the atoms? In e, they are: atom 1 (C): -0.894, atom 2 (C): -0.027, atom 3 (C): -0.465, atom 4 (C): -0.377, atom 5 (O): -0.309, atom 6 (C): -0.708, atom 7 (H): 0.273, atom 8 (H): 0.310, atom 9 (H): 0.290, atom 10 (H): 0.269, atom 11 (H): 0.236, atom 12 (H): 0.308, atom 13 (H): 0.240, atom 14 (H): 0.286, atom 15 (H): 0.249, atom 16 (H): 0.291, atom 17 (C): -0.901, atom 18 (H): 0.280, atom 19 (H): 0.330, atom 20 (H): 0.239, atom 21 (H): 0.081